Density functional theory data (ωB97M-V/def2-TZVPD) for a structure of composition C28H31AsBClCoIN9O6S at a distorted geometry.

Atoms and positions in Å:
Co (0.51952, 0.89900, 0.34672)
C (3.08844, -0.24440, 2.48784)
C (2.17238, -1.18719, 1.77732)
C (2.31205, -2.58098, 1.78731)
C (1.23020, -3.05567, 1.09254)
N (0.47945, -2.01777, 0.68859)
N (1.08059, -0.85391, 1.08164)
B (-1.04200, -2.11166, 0.27778)
N (-1.28685, -2.11772, -1.22851)
C (-0.97325, -3.10905, -2.09109)
C (-1.46999, -2.77235, -3.32341)
C (-2.11926, -1.53483, -3.10821)
C (-2.84949, -0.67589, -4.08940)
N (-2.01172, -1.15941, -1.84623)
N (-1.78218, -0.96330, 0.95764)
C (-2.98747, -1.09824, 1.53734)
C (-3.51430, 0.15033, 1.72267)
C (-2.55435, 1.03769, 1.20920)
C (-2.75807, 2.50967, 1.08385)
N (-1.50056, 0.35688, 0.75795)
N (-1.57826, -3.44120, 0.86793)
C (-1.43619, -3.87206, 2.14444)
C (-2.35120, -4.87043, 2.36238)
C (-3.04850, -4.97825, 1.13909)
C (-4.17669, -5.89705, 0.78931)
N (-2.58967, -4.10783, 0.25793)
H (3.46552, -0.74455, 3.38057)
H (2.57460, 0.66038, 2.78904)
H (3.94250, 0.01374, 1.86182)
H (3.09821, -3.14693, 2.25645)
H (0.92634, -4.06447, 0.87212)
H (-0.42564, -3.97993, -1.76620)
H (-1.38641, -3.33280, -4.24022)
H (-3.77034, -1.15331, -4.43131)
H (-2.23493, -0.46993, -4.96842)
H (-3.10724, 0.27137, -3.61747)
H (-3.39465, -2.07302, 1.74682)
H (-4.46595, 0.41045, 2.15369)
H (-3.83061, 2.70054, 1.02097)
H (-2.27061, 2.89832, 0.19756)
H (-2.35602, 3.05278, 1.93502)
H (-0.71242, -3.42845, 2.80858)
H (-2.49654, -5.44243, 3.26390)
H (-4.32738, -6.63862, 1.57363)
H (-3.97563, -6.41842, -0.14658)
H (-5.10696, -5.34113, 0.66329)
O (-0.85974, 5.16039, -0.06411)
As (0.46368, 4.09550, -0.52151)
O (0.89961, 4.53769, -2.03998)
O (-0.11637, 2.52056, -0.39525)
C (1.97323, 4.39094, 0.65465)
C (3.04616, 5.03735, 0.05432)
C (4.25513, 5.15736, 0.72777)
C (4.40296, 4.61164, 1.99325)
C (3.33895, 3.95393, 2.59629)
C (2.12882, 3.85178, 1.93008)
S (0.78200, 2.99557, 2.71845)
O (1.13219, 2.86121, 4.10820)
O (-0.37745, 3.77942, 2.38878)
O (0.78205, 1.63055, 2.09461)
H (-0.98965, 5.70093, -0.85581)
H (2.92355, 5.41121, -0.95479)
H (5.08583, 5.66504, 0.25385)
H (5.34851, 4.69441, 2.51458)
H (3.42539, 3.52589, 3.58596)
Cl (3.55706, 0.15111, -0.73727)
C (2.36282, 1.37971, -0.16500)
H (2.29429, 2.08007, -0.99304)
H (2.84795, 1.85044, 0.68168)
I (2.63600, -2.92879, -3.78837)
C (1.65135, -1.14575, -3.36803)
C (1.47481, -0.17695, -4.33279)
C (0.80284, 0.97718, -3.96587)
C (0.35160, 1.11505, -2.66664)
N (0.54832, 0.18084, -1.72812)
C (1.18692, -0.93224, -2.08208)
H (1.85097, -0.31559, -5.33776)
H (0.63680, 1.78159, -4.66827)
H (-0.17150, 2.00237, -2.35512)
H (1.32642, -1.67832, -1.31858)

E_HOMO in eV: -6.3
Charge: -1

Density functional theory data (ωB97M-V/def2-TZVPD) for a structure of composition C28H31BCl8MnN6O3SSi.

Atoms and positions in Å:
Mn (-1.48842, -0.00733, 0.55627)
Cl (1.18978, 1.91080, 7.57221)
C (0.64534, 1.70626, 5.94049)
C (1.48639, 1.16143, 4.96957)
Cl (3.08938, 0.68062, 5.41421)
C (1.05674, 1.00010, 3.66469)
Cl (2.09844, 0.34188, 2.46236)
C (-0.25820, 1.35358, 3.24841)
O (-0.67063, 1.17971, 2.06437)
C (-1.07546, 1.93457, 4.25991)
Cl (-2.65684, 2.43454, 3.78689)
C (-0.63688, 2.09742, 5.56309)
Cl (-1.69667, 2.79299, 6.74532)
Cl (-2.29977, -4.52908, -3.07408)
C (-3.20324, -3.83363, -1.80667)
Cl (-4.90085, -3.78349, -1.95818)
Cl (-2.90793, -5.73122, 0.14599)
C (-2.59145, -2.84042, -1.02971)
N (-2.09214, -2.01204, -0.40494)
N (-7.77102, 0.68188, 1.54014)
C (-6.74922, 0.31637, 1.95108)
N (-5.64721, -0.12448, 2.53565)
C (-4.52303, -0.06212, 1.88832)
N (-3.45329, -0.02923, 1.43655)
C (0.15066, 3.45548, -1.30673)
Si (-1.07670, 2.30774, -2.17224)
C (-0.26199, 1.29157, -3.54735)
C (-2.28212, 3.46643, -3.06281)
C (-2.00597, 1.22740, -0.99926)
H (1.15445, 3.36392, -1.72690)
H (0.22421, 3.20722, -0.24644)
H (-0.16852, 4.49739, -1.39968)
H (0.73258, 1.66391, -3.80616)
H (-0.88037, 1.32535, -4.44850)
H (-0.15549, 0.24006, -3.26868)
H (-1.76025, 4.10215, -3.78541)
H (-2.78989, 4.11651, -2.34498)
H (-3.04951, 2.90098, -3.59856)
H (-2.66583, 0.55616, -1.56540)
H (-2.65547, 1.86115, -0.37727)
C (-2.24489, -1.38768, 5.15768)
N (-2.65758, -2.31561, 4.13781)
C (-4.01418, -2.84961, 4.12558)
C (-4.09914, -3.55934, 2.76470)
N (-2.79851, -3.28142, 2.17915)
C (-2.00681, -2.56846, 2.98160)
S (-0.43839, -2.04830, 2.60541)
H (-2.21917, -1.88193, 6.13355)
H (-2.93397, -0.54209, 5.20623)
H (-1.24942, -1.02388, 4.91472)
H (-4.74498, -2.04260, 4.20597)
H (-4.15865, -3.53588, 4.96650)
H (-4.89685, -3.13974, 2.15096)
H (-4.25967, -4.63424, 2.84846)
H (-2.44997, -3.85380, 1.41426)
C (6.31728, -0.51331, -4.28374)
C (5.44056, 0.53112, -3.59136)
C (4.99360, 1.56021, -4.63931)
C (6.29874, 1.23417, -2.53088)
C (4.19793, -0.08694, -2.94652)
C (3.79405, -1.39333, -3.21216)
C (2.62207, -1.94188, -2.67940)
C (1.86285, -1.13363, -1.87111)
O (0.67881, -1.38957, -1.24879)
B (0.31484, -0.20749, -0.56978)
O (1.31620, 0.75805, -0.80370)
C (2.25224, 0.17001, -1.59715)
C (3.40080, 0.71579, -2.11480)
H (7.21933, -0.03324, -4.67086)
H (5.80439, -0.97967, -5.12683)
H (6.62158, -1.30085, -3.59135)
H (5.86024, 1.99361, -5.14800)
H (4.42840, 2.36971, -4.17430)
H (4.34967, 1.09205, -5.38618)
H (7.21223, 1.62713, -2.98620)
H (6.58037, 0.53951, -1.73725)
H (5.77363, 2.07033, -2.06950)
H (4.39997, -2.02308, -3.84872)
H (2.32134, -2.95815, -2.89624)
H (3.65749, 1.74152, -1.88406)

2S+1: 6
E_HOMO (spin up / spin down) in eV: -3.2 / -3.4
Charge: -2

Density functional theory data (ωB97M-V/def2-TZVPD) for a structure of composition C28H31BrCl3N2O3RhSb.

Atoms and positions in Å:
Rh (0.36905, -1.27675, 0.21930)
O (-1.85292, -3.79259, -1.71820)
C (-2.51547, -3.10400, -2.68044)
C (-3.44924, -3.77608, -3.45911)
C (-4.13949, -3.09799, -4.44920)
C (-3.90452, -1.75092, -4.69010)
C (-2.97287, -1.08553, -3.91156)
C (-2.28307, -1.73865, -2.89490)
C (-1.34848, -0.95381, -2.01535)
O (-0.22575, -1.66136, -1.64065)
N (-2.10281, -0.53697, -0.79153)
N (-1.37469, -0.39066, 0.31333)
C (-1.98207, 0.05557, 1.47294)
C (-1.35081, 0.02786, 2.65421)
Br (0.38293, -0.83480, 2.68834)
C (-1.75684, 0.53824, 3.94385)
C (-2.47549, 1.73826, 4.15461)
C (-2.73335, 2.69386, 3.14265)
C (-3.44123, 3.84355, 3.42537)
C (-3.91653, 4.08136, 4.71175)
C (-3.66182, 3.16255, 5.72666)
C (-2.94846, 2.01535, 5.46006)
H (-1.07854, -3.24269, -1.48785)
H (-3.61304, -4.82952, -3.28021)
H (-4.86133, -3.63479, -5.05063)
H (-4.43156, -1.23423, -5.47956)
H (-2.76494, -0.03591, -4.09398)
H (-1.08136, -0.01321, -2.52992)
H (-2.95903, -0.00230, -0.88292)
H (-3.00608, 0.40515, 1.40732)
H (-1.49029, -0.05411, 4.80929)
H (-2.34458, 2.54546, 2.14553)
H (-3.62027, 4.56508, 2.63935)
H (-4.47640, 4.98175, 4.92397)
H (-4.02208, 3.34808, 6.72934)
H (-2.75288, 1.30466, 6.25276)
Cl (6.88883, -5.44512, -0.73154)
C (5.39509, -4.66330, -0.48622)
C (5.15918, -3.44595, -1.14524)
C (3.97120, -2.80521, -0.95425)
Cl (3.61528, -1.35463, -1.78971)
C (2.94838, -3.35097, -0.07642)
O (1.86214, -2.78319, 0.12545)
C (3.24777, -4.63134, 0.54846)
Cl (2.04557, -5.29893, 1.55066)
C (4.44408, -5.26026, 0.35325)
H (5.91254, -3.03988, -1.80477)
H (4.66369, -6.20340, 0.83154)
C (4.21526, 0.97615, 1.12253)
C (2.98315, 1.86936, 1.09027)
Sb (1.51689, 1.18234, -0.28827)
C (2.33862, 1.88705, -2.12305)
C (1.29297, 1.93477, -3.23081)
C (0.02582, 2.67594, 0.01029)
C (0.52376, 4.11104, -0.08979)
H (4.99814, 1.40262, 1.75095)
H (4.64451, 0.82895, 0.12957)
H (3.97832, -0.01473, 1.51823)
H (3.23547, 2.89590, 0.81923)
H (2.49980, 1.91278, 2.06895)
H (3.16136, 1.22547, -2.39777)
H (2.77362, 2.86819, -1.92805)
H (0.93014, 0.93298, -3.47128)
H (1.70040, 2.36305, -4.14694)
H (0.43009, 2.54249, -2.94952)
H (-0.40387, 2.47265, 0.99464)
H (-0.76570, 2.48134, -0.71874)
H (1.24657, 4.34088, 0.69384)
H (-0.29558, 4.82463, 0.01003)
H (1.00279, 4.30847, -1.05002)

2S+1: 5
E_HOMO (spin up / spin down) in eV: -9.4 / -10.4
Charge: +1

Asked for energy above the lowest of the compared OMol25 structures with the same formula, charge and spin across the records above, the calculation gives 1.049 0.000 0.000 eV in order.